Entry 1:
Entry from the Open Molecules 2025 dataset: C34H39BN8PSn as an isolated structure at a distorted geometry (ωB97M-V/def2-TZVPD).

```
! wB97M-V def2-TZVPD RIJCOSX def2/J DEFGRID3
* xyz 3 1
Sn 0.24 -4.73 -0.05
C 0.02 -4.97 3.38
C 0.46 -3.68 2.86
C 0.41 -2.45 3.50
C 0.71 -1.47 2.61
C 0.80 0.00 2.68
N 1.09 -2.07 1.45
N 0.91 -3.47 1.59
B 2.08 -1.65 0.37
N 1.87 -2.25 -1.01
N 0.68 -2.86 -1.29
C 0.66 -2.95 -2.66
C -0.38 -3.56 -3.52
C 1.86 -2.39 -3.14
C 2.63 -1.99 -2.05
C 4.04 -1.37 -2.00
N 1.95 0.02 0.15
N 1.03 0.52 -0.53
C 1.34 1.91 -0.86
C 1.77 1.76 -2.34
C 2.59 2.18 -0.13
C 2.96 1.04 0.45
C 4.18 0.83 1.28
H -1.03 -5.19 3.28
H 0.31 -5.03 4.46
H 0.61 -5.76 2.99
H 0.06 -2.29 4.57
H 0.55 0.27 3.70
H 0.22 0.54 1.91
H 1.82 0.37 2.60
H 3.25 -1.70 0.75
H -0.38 -3.11 -4.52
H -1.44 -3.65 -3.15
H -0.04 -4.59 -3.67
H 2.07 -2.42 -4.21
H 4.39 -1.15 -3.00
H 4.66 -2.07 -1.43
H 4.04 -0.43 -1.42
H 0.90 1.70 -2.94
H 2.47 0.93 -2.45
H 2.23 2.69 -2.59
H 3.10 3.15 -0.04
H 4.53 1.78 1.60
H 4.98 0.41 0.69
H 4.03 0.22 2.17
N -4.01 0.25 0.72
C -3.72 -0.84 0.59
C -3.45 -2.21 0.26
C -4.50 -3.16 0.04
C -4.21 -4.50 -0.21
C -2.88 -4.86 -0.29
N -1.91 -3.99 0.05
C -2.13 -2.75 0.32
H -5.53 -2.88 -0.04
H -4.96 -5.21 -0.37
H -2.47 -5.83 -0.44
H -1.29 -2.07 0.52
C 0.49 4.63 -1.56
P -0.05 3.20 -0.60
C -0.11 3.73 1.12
C -1.16 3.33 1.98
C -1.34 4.02 3.21
C -0.53 5.11 3.53
C 0.51 5.44 2.66
C 0.70 4.81 1.49
C -1.55 2.56 -1.25
C -2.58 3.45 -1.20
C -3.77 3.19 -1.83
C -3.93 2.00 -2.48
C -2.94 1.01 -2.47
C -1.76 1.30 -1.87
H -0.12 5.52 -1.30
H 0.40 4.40 -2.62
H 1.49 4.95 -1.35
H -1.92 2.61 1.72
H -2.13 3.73 3.85
H -0.68 5.73 4.42
H 1.13 6.30 2.89
H 1.49 5.18 0.85
H -2.39 4.43 -0.72
H -4.55 3.90 -1.87
H -4.86 1.86 -3.01
H -3.07 0.05 -2.95
H -0.98 0.56 -1.83
*
```

The gap between HOMO and LUMO is 7.92 eV. As for the calculated total energy: -2336.69088 Ha. For the LUMO energy, the calculation gives -9.01 eV.

Entry 2:
Entry from the Open Molecules 2025 dataset: C34H39BeN5O3P2S as an isolated structure at a distorted geometry (ωB97M-V/def2-TZVPD).

```
! wB97M-V def2-TZVPD RIJCOSX def2/J DEFGRID3
* xyz 0 1
Be 0.30 0.30 1.13
C -2.37 -3.23 -1.94
C -1.64 -2.44 -2.73
C -2.22 -1.62 -3.85
C -3.46 -0.73 -3.49
C -3.45 -0.12 -2.11
C -3.61 -0.77 -0.94
C -4.28 -2.09 -0.76
C -3.84 -3.19 -1.73
C -0.47 0.64 2.69
H -1.88 -4.15 -1.59
H -0.56 -2.67 -2.79
H -2.52 -2.30 -4.68
H -1.45 -0.95 -4.29
H -3.47 0.10 -4.22
H -4.39 -1.29 -3.69
H -3.54 0.98 -2.11
H -3.54 -0.18 -0.03
H -5.37 -2.00 -0.84
H -4.11 -2.40 0.28
H -4.14 -4.16 -1.30
H -4.38 -3.09 -2.68
H 0.06 0.14 3.53
H -1.53 0.38 2.78
H -0.34 1.73 2.87
P -0.72 1.74 -0.14
P 0.87 -1.16 -0.43
N -2.39 2.22 0.20
N -0.14 3.39 -0.29
N 0.08 -2.65 0.09
N 2.45 -1.75 -0.93
C -0.54 1.03 -1.81
C 0.36 -0.25 -1.95
C -3.19 1.63 1.20
C -4.48 2.10 1.09
C -4.50 3.03 0.01
C -3.22 3.10 -0.51
C -0.47 4.41 0.63
C -0.10 5.64 0.10
C 0.48 5.38 -1.19
C 0.44 4.01 -1.39
C -0.77 -2.54 1.20
C -1.31 -3.78 1.48
C -0.81 -4.71 0.51
C 0.02 -3.98 -0.34
C 3.05 -3.00 -1.18
C 4.39 -2.80 -1.49
C 4.64 -1.39 -1.48
C 3.44 -0.78 -1.14
H -0.19 1.79 -2.54
H -1.57 0.77 -2.13
H -0.18 -0.95 -2.61
H 1.27 0.02 -2.51
H -2.82 0.88 1.86
H -5.30 1.79 1.72
H -5.37 3.56 -0.35
H -2.80 3.72 -1.28
H -0.93 4.16 1.58
H -0.24 6.60 0.57
H 0.89 6.12 -1.87
H 0.78 3.41 -2.22
H -0.86 -1.60 1.73
H -2.01 -3.96 2.29
H -1.08 -5.77 0.45
H 0.59 -4.31 -1.21
H 2.48 -3.91 -1.09
H 5.12 -3.58 -1.71
H 5.58 -0.89 -1.67
H 3.18 0.26 -1.03
O 2.76 0.86 5.92
S 2.97 1.80 4.85
O 3.03 3.21 5.11
N 1.93 1.49 3.59
C 2.50 1.02 2.50
O 1.82 0.64 1.44
C 3.97 0.93 2.61
C 4.88 0.37 1.70
C 6.22 0.27 2.08
C 6.64 0.74 3.34
C 5.73 1.28 4.25
C 4.38 1.33 3.87
H 4.53 0.02 0.74
H 6.96 -0.17 1.40
H 7.70 0.66 3.61
H 6.06 1.65 5.22
*
```

The gap between HOMO and LUMO is 7.87 eV. As for the calculated total energy: -2914.02108 Ha. For the LUMO energy, the calculation gives -0.45 eV.

Entry 3:
Entry from the Open Molecules 2025 dataset: a 22-piece molecular cluster, C34H39BrCl63F4NO2 overall at a distorted geometry (ωB97M-V/def2-TZVPD).

```
! wB97M-V def2-TZVPD RIJCOSX def2/J DEFGRID3
* xyz 0 1
C -1.33 3.31 -2.92
C -1.19 2.74 -1.50
C -0.27 3.53 -0.56
C 1.26 3.45 -0.77
C 1.64 1.94 -1.04
F 1.46 1.71 -2.39
C 3.05 1.43 -0.68
C 3.94 1.10 -1.89
N 1.63 4.17 -1.99
C 3.00 4.48 -1.87
O 3.79 4.63 -2.76
C 3.33 4.57 -0.38
C 1.99 4.23 0.38
C 2.46 3.50 1.70
C 1.63 3.79 2.93
O 0.47 3.61 3.07
Br 2.64 4.62 4.40
C 1.50 5.64 0.72
F 0.29 5.68 1.31
F 1.42 6.45 -0.36
F 2.36 6.23 1.58
H -1.65 4.35 -2.82
H -0.40 3.23 -3.46
H -2.14 2.79 -3.42
H -2.19 2.80 -1.06
H -0.96 1.67 -1.52
H -0.55 4.58 -0.68
H -0.48 3.30 0.49
H 0.91 1.33 -0.53
H 2.93 0.49 -0.14
H 3.63 2.07 -0.03
H 3.67 0.15 -2.34
H 4.97 1.00 -1.53
H 3.95 1.89 -2.63
H 1.04 4.97 -2.22
H 4.20 3.96 -0.14
H 3.68 5.59 -0.28
H 2.49 2.42 1.61
H 3.48 3.81 1.91
C 0.85 -2.39 1.08
Cl 0.83 -0.66 1.40
Cl -0.73 -2.93 0.52
Cl 2.13 -2.76 -0.08
H 1.08 -2.90 2.01
C -3.83 -5.43 0.84
Cl -3.61 -3.93 -0.07
Cl -2.77 -5.48 2.26
Cl -5.51 -5.63 1.32
H -3.56 -6.25 0.19
C -0.07 -7.01 0.41
Cl -1.48 -7.90 -0.14
Cl 0.87 -7.98 1.54
Cl 0.93 -6.49 -0.95
H -0.41 -6.12 0.93
C 5.36 7.72 4.86
Cl 4.79 6.79 6.25
Cl 6.66 8.82 5.32
Cl 5.89 6.64 3.56
H 4.54 8.30 4.48
C -1.98 -8.67 -4.27
Cl -1.75 -8.21 -5.96
Cl -0.67 -8.08 -3.27
Cl -3.54 -8.09 -3.66
H -1.99 -9.75 -4.21
C 2.72 -0.47 5.08
Cl 3.13 -1.92 4.15
Cl 4.18 0.24 5.76
Cl 1.83 0.70 4.11
H 2.02 -0.74 5.88
C 1.74 -4.04 -4.83
Cl 2.26 -3.62 -3.20
Cl 3.06 -4.79 -5.74
Cl 0.32 -5.09 -4.77
H 1.46 -3.13 -5.34
C -3.98 1.88 -6.61
Cl -5.13 0.57 -6.33
Cl -4.14 3.13 -5.38
Cl -2.33 1.24 -6.65
H -4.20 2.32 -7.57
C -3.31 -3.48 -4.99
Cl -4.54 -3.43 -3.72
Cl -1.92 -2.48 -4.53
Cl -2.82 -5.15 -5.31
H -3.74 -3.07 -5.89
C -6.11 -9.35 2.55
Cl -7.34 -8.44 1.67
Cl -6.54 -11.06 2.63
Cl -4.52 -9.14 1.81
H -6.07 -8.96 3.56
C 5.87 -4.25 -3.40
Cl 6.69 -5.47 -2.42
Cl 5.78 -2.72 -2.53
Cl 6.66 -4.05 -4.96
H 4.86 -4.60 -3.58
C -2.70 -11.86 -0.13
Cl -2.31 -13.27 -1.12
Cl -1.25 -11.20 0.63
Cl -3.50 -10.62 -1.09
H -3.37 -12.18 0.66
C -0.83 -2.43 6.24
Cl -0.47 -2.25 4.52
Cl 0.47 -1.75 7.24
Cl -2.34 -1.62 6.62
H -0.91 -3.49 6.46
C 2.41 2.29 9.05
Cl 1.41 3.61 8.46
Cl 2.39 2.20 10.81
Cl 1.87 0.76 8.35
H 3.43 2.46 8.73
C -6.89 -1.48 -9.54
Cl -8.65 -1.47 -9.46
Cl -6.28 0.12 -9.95
Cl -6.20 -2.07 -8.02
H -6.60 -2.17 -10.33
C -2.02 2.43 4.50
Cl -2.84 3.87 3.90
Cl -2.13 2.34 6.26
Cl -2.68 0.97 3.75
H -0.97 2.51 4.23
C -2.20 7.34 5.44
Cl -1.56 8.68 4.48
Cl -1.28 7.14 6.93
Cl -3.91 7.57 5.78
H -2.09 6.43 4.85
C -0.66 8.42 -2.83
Cl -2.03 9.14 -3.66
Cl -0.86 6.66 -2.71
Cl 0.86 8.82 -3.63
H -0.63 8.82 -1.82
C -1.34 2.17 10.49
Cl -2.18 3.60 9.88
Cl -1.43 2.09 12.25
Cl -1.98 0.70 9.75
H -0.29 2.26 10.21
C 6.98 2.62 1.72
Cl 6.98 3.36 0.12
Cl 5.37 2.02 2.14
Cl 8.16 1.32 1.80
H 7.26 3.37 2.44
C -2.25 -0.34 -11.28
Cl -2.99 -1.88 -11.71
Cl -2.74 0.92 -12.42
Cl -2.65 0.12 -9.63
H -1.17 -0.45 -11.35
*
```

The gap between HOMO and LUMO is 9.87 eV. As for the calculated total energy: -33489.68804 Ha. For the LUMO energy, the calculation gives -0.02 eV.